[1]
C20H28CrNO2S as an isolated structure, computed with wB97M-V/def2-TZVPD.

Results
Frontier orbital gap (alpha / beta), eV: 7.4 / 7.4
Molar mass, g/mol: 398.51
Highest occupied orbital energy (alpha / beta), eV: -7.47 / -7.46
<S²>: 3.8338
Spin multiplicity: 4
E, Eh: -2426.63773

Geometry as XYZ:
```
53
Properties=species:S:1:pos:R:3:mulliken_charge:R:1
O -0.278 -2.414 -1.064 -0.437
C -1.765 -2.400 -1.150 -0.199
C -1.931 -3.658 -0.301 -0.880
H -2.134 -2.503 -2.182 0.266
H -2.137 -1.472 -0.699 0.038
C -0.371 -3.677 -0.335 1.618
H -2.432 -4.534 -0.714 0.335
H -2.374 -3.453 0.680 0.296
C 0.222 -4.760 -1.246 -1.644
H 0.010 -4.524 -2.305 0.382
H -0.255 -5.726 -1.026 0.390
H 1.310 -4.859 -1.046 0.361
C 0.259 -3.700 1.076 -1.688
H -0.349 -3.125 1.791 0.305
H 1.286 -3.308 1.073 0.363
H 0.311 -4.741 1.442 0.427
Cr -0.155 2.156 2.004 0.433
C -2.438 2.170 3.378 -0.257
C -2.497 3.325 2.576 -0.349
C -2.068 2.968 1.239 -0.931
H -2.854 4.297 2.919 0.478
C -1.936 1.520 1.177 -0.377
C -1.982 1.075 2.578 -0.440
H -1.824 0.085 2.997 0.501
H -2.746 2.150 4.423 0.471
H -1.922 3.668 0.430 0.413
H -1.826 0.916 0.284 0.419
C 1.914 2.373 2.207 -1.145
C 1.399 1.548 3.314 -0.437
C 0.849 0.342 2.746 -0.532
H 1.431 1.753 4.390 0.447
C 1.026 0.389 1.319 -0.237
C 1.698 1.605 0.986 -0.029
H 2.090 1.859 -0.001 0.508
H 2.310 3.402 2.289 0.533
H 0.617 -0.558 3.308 0.558
H 0.817 -0.445 0.648 0.482
O 1.284 1.165 -2.433 -0.294
C 1.561 -0.217 -2.860 0.322
C 1.193 -0.381 -4.359 -0.514
H 1.004 -0.903 -2.206 -0.338
H 2.642 -0.388 -2.690 0.271
C 1.256 1.058 -4.928 -0.556
H 0.146 -0.721 -4.414 0.205
H 1.807 -1.060 -4.970 0.400
C 1.429 1.960 -3.660 -0.515
H 0.355 1.302 -5.514 0.280
H 2.132 1.194 -5.586 0.239
H 0.754 2.841 -3.662 0.328
H 2.480 2.316 -3.732 0.292
S 0.655 5.548 5.060 -0.436
C 0.166 4.616 3.851 0.380
N -0.140 3.929 2.899 -0.503
```

[2]
The molecule C20H28N2O5, computed with wB97M-V/def2-TZVPD.

Results
Frontier orbital gap, eV: 9.1
Energy above the lowest of the compared OMol25 structures with the same formula, charge and spin, kcal per mole: 32.7
Molar mass, g/mol: 376.45
Structure (SMILES): CCOC(=O)CNC(=O)N1CCC[C@H](C(=O)c2cc(C)c(OC)c(C)c2)C1
Highest occupied orbital energy, eV: -8.54
Spin multiplicity: 1
E, Eh: -1264.66951

Geometry as XYZ:
```
55
Properties=species:S:1:pos:R:3:mulliken_charge:R:1
C 5.580 -0.394 -2.364 -1.156
C 4.187 -0.950 -2.113 -0.402
O 3.859 -0.910 -0.721 -0.252
C 4.214 -1.963 0.021 0.594
O 4.790 -2.930 -0.399 -0.606
C 3.784 -1.785 1.471 -0.763
N 3.396 -0.440 1.797 -0.180
C 2.071 -0.093 1.705 0.763
O 1.200 -0.944 1.665 -0.676
N 1.777 1.247 1.784 0.239
C 2.662 2.301 1.328 -1.128
C 2.539 2.465 -0.190 0.220
C 1.086 2.753 -0.564 -1.156
C 0.158 1.678 0.008 1.351
C -1.303 1.991 -0.268 -0.370
O -1.653 3.109 -0.589 -0.683
C -2.271 0.888 -0.104 0.117
C -1.929 -0.410 0.282 -0.243
C -2.900 -1.384 0.408 0.494
C -2.533 -2.773 0.832 -1.723
C -4.245 -1.081 0.134 0.542
O -5.115 -2.129 0.291 -0.569
C -6.109 -2.358 -0.684 -0.919
C -4.616 0.226 -0.208 1.122
C -6.045 0.655 -0.383 -1.659
C -3.616 1.176 -0.328 -1.152
C 0.390 1.587 1.528 -1.627
H 5.658 0.623 -1.985 0.275
H 6.323 -1.015 -1.870 0.316
H 5.782 -0.389 -3.431 0.415
H 3.424 -0.343 -2.606 0.316
H 4.122 -1.985 -2.460 0.456
H 4.591 -2.130 2.123 0.358
H 2.906 -2.421 1.636 0.342
H 4.097 0.265 1.640 0.256
H 3.695 2.109 1.624 0.329
H 2.348 3.223 1.826 0.438
H 3.183 3.277 -0.529 0.505
H 2.866 1.539 -0.670 -0.259
H 0.976 2.794 -1.649 0.455
H 0.784 3.725 -0.167 0.276
H 0.410 0.708 -0.431 0.351
H -0.909 -0.690 0.492 0.424
H -1.473 -2.831 1.060 0.358
H -2.771 -3.485 0.042 0.327
H -3.107 -3.058 1.711 0.351
H -5.780 -2.036 -1.675 0.379
H -6.271 -3.437 -0.698 0.293
H -7.054 -1.867 -0.435 0.296
H -6.448 0.339 -1.345 0.331
H -6.106 1.740 -0.337 0.406
H -6.668 0.244 0.408 0.363
H -3.874 2.192 -0.592 0.494
H -0.241 0.824 1.981 0.673
H 0.177 2.552 1.996 0.300
```

[3]
C20H28N2O5 as an isolated structure, computed with wB97M-V/def2-TZVPD.

Results
Frontier orbital gap, eV: 8.5
Energy above the lowest of the compared OMol25 structures with the same formula, charge and spin, kcal per mole: 502.2
Molar mass, g/mol: 376.45
Highest occupied orbital energy, eV: -8.04
Spin multiplicity: 1
E, Eh: -1263.92135

Geometry as XYZ:
```
55
Properties=species:S:1:pos:R:3:mulliken_charge:R:1
C -1.620 -2.270 1.761 -1.526
H -2.498 -2.740 1.757 0.506
C -1.593 -0.810 0.986 -0.129
H -2.283 -0.258 1.614 0.497
H -0.721 -0.654 0.799 -0.321
C -2.408 -0.974 -0.348 2.603
C -1.557 -1.767 -1.236 -2.571
H -1.385 -2.671 -1.243 1.149
H -1.956 -1.554 -2.500 0.130
O -0.139 -1.094 -1.497 -0.306
C 0.796 -1.515 -0.909 1.064
O 0.650 -2.748 -0.600 -0.748
C 2.092 -1.091 -1.035 -0.072
C 3.258 -1.294 -0.384 0.253
N 4.334 -0.598 -0.531 -0.075
C 4.320 0.687 -0.756 0.321
O 5.437 1.220 -0.736 -0.732
N 3.238 1.075 -1.439 -0.104
H 3.389 2.204 -1.868 0.414
C 1.931 0.563 -1.303 -0.540
C 1.005 1.327 -0.610 -0.398
C -0.212 2.008 -0.886 -0.361
C -0.969 2.749 -0.179 1.885
C -0.719 2.834 1.288 -2.245
C 0.490 2.399 1.399 0.067
C 1.443 1.519 0.826 0.320
O 2.524 0.727 1.276 -0.117
C 2.912 1.231 2.595 -1.526
H 3.747 0.515 2.848 0.246
H 3.043 2.084 2.960 0.620
H 2.147 0.727 3.247 0.494
H 0.667 2.341 2.563 0.127
H -1.302 3.383 1.761 0.996
O -2.144 3.092 -0.681 -0.476
C -2.504 3.040 -2.013 -0.914
H -3.375 3.838 -2.085 0.239
H -2.580 2.067 -2.486 0.247
H -1.723 3.592 -2.399 0.488
H -0.319 1.809 -2.073 -0.051
H 1.403 0.637 -2.333 0.746
H 5.277 -0.993 0.184 0.407
C 3.280 -2.683 0.367 -1.497
H 4.356 -2.969 0.444 0.312
H 2.724 -3.038 1.020 0.453
H 3.010 -3.437 -0.677 0.253
C -3.623 -1.507 -0.489 -0.598
C -4.686 -0.775 0.428 -1.655
H -5.650 -1.161 0.235 0.476
H -4.530 -0.707 1.338 0.645
H -4.853 0.462 0.205 0.155
H -4.082 -1.347 -1.566 0.297
H -3.757 -2.450 -0.235 0.590
H -2.190 0.224 -0.814 -0.680
H -1.196 -2.247 2.779 0.410
H -0.898 -3.002 1.235 0.235
```

[4]
A 2-piece molecular cluster, C20H28N4O2S overall, computed with wB97M-V/def2-TZVPD.

Results
Frontier orbital gap, eV: 7.0
Energy above the lowest of the compared OMol25 structures with the same formula, charge and spin, kcal per mole: 66.4
Molar mass, g/mol: 388.54
Structure (SMILES): CN1C(=O)C(=Cc2ccc(N(C)C)cc2)C(=O)N(C)C1=S.CN1CCCC1
Highest occupied orbital energy, eV: -8.10
Spin multiplicity: 1
E, Eh: -1546.56806

Geometry as XYZ:
```
55
Properties=species:S:1:pos:R:3:mulliken_charge:R:1
C 4.638 -1.376 2.986 -1.005
N 3.672 -1.510 1.908 -0.024
C 3.112 -0.294 1.463 0.171
O 3.462 0.764 1.997 -0.646
C 2.132 -0.365 0.376 0.450
C 1.647 0.815 -0.121 -0.443
C 0.723 0.992 -1.229 -0.156
C -0.574 0.441 -1.198 -0.356
C -1.401 0.516 -2.301 -0.192
C -0.965 1.163 -3.479 -0.086
N -1.775 1.195 -4.620 0.242
C -2.943 2.049 -4.680 -1.022
C -1.729 0.173 -5.650 -0.981
C 0.298 1.800 -3.483 -0.369
C 1.100 1.753 -2.361 -0.775
C 1.865 -1.686 -0.208 0.667
O 1.287 -1.854 -1.282 -0.651
N 2.297 -2.802 0.544 -0.009
C 1.919 -4.145 0.097 -1.269
C 3.198 -2.775 1.597 0.465
S 3.663 -4.196 2.354 -0.345
H 4.913 -2.396 3.256 0.336
H 5.514 -0.825 2.637 0.305
H 4.188 -0.864 3.841 0.322
H 2.122 1.715 0.267 0.609
H -0.915 -0.024 -0.270 0.437
H -2.389 0.054 -2.287 0.402
H -2.912 2.763 -3.848 0.294
H -2.943 2.597 -5.635 0.320
H -3.870 1.455 -4.629 0.321
H -0.861 -0.481 -5.504 0.292
H -2.650 -0.435 -5.641 0.316
H -1.663 0.650 -6.640 0.316
H 0.608 2.330 -4.383 0.427
H 2.061 2.275 -2.331 0.437
H 1.250 -4.070 -0.754 0.362
H 2.829 -4.701 -0.158 0.395
H 1.456 -4.668 0.941 0.374
C 0.195 0.787 2.879 -1.335
N -1.184 0.819 2.557 0.530
C -1.948 -0.371 2.848 -0.651
C -3.420 0.070 2.794 -0.591
C -3.405 1.615 2.783 -0.493
C -1.921 2.033 2.823 -0.753
H 0.717 1.597 2.359 0.398
H 0.407 0.882 3.964 0.359
H 0.604 -0.172 2.539 0.276
H -1.713 -1.161 2.116 0.250
H -1.700 -0.791 3.846 0.406
H -3.872 -0.309 1.873 0.235
H -3.963 -0.325 3.657 0.307
H -3.856 1.987 1.859 0.245
H -3.944 2.028 3.641 0.294
H -1.671 2.471 3.813 0.289
H -1.687 2.808 2.075 0.300
```

Which of these has the highest molar mass?
C20H28CrNO2S

spin multiplicity of number 2 (C20H28N2O5)?
1

The highest molar mass belongs to which entry?
C20H28CrNO2S

Which formula does entry 2 have?
C20H28N2O5